# 1
{"formula": "C32H28F6N3O3OsS", "method": "wB97M-V/def2-TZVPD", "elements": ["Os", "C", "C", "C", "C", "N", "C", "C", "C", "C", "C", "C", "N", "C", "C", "C", "C", "C", "N", "H", "H", "H", "H", "H", "H", "H", "H", "H", "H", "H", "C", "C", "O", "C", "F", "F", "F", "C", "F", "F", "F", "H", "H", "H", "C", "C", "O", "S", "C", "C", "C", "C", "C", "C", "C", "C", "H", "H", "H", "H", "H", "H", "H", "C", "C", "C", "O", "H", "H", "H", "H", "H", "H", "H"], "coordinates": [[0.854, 1.446, 0.231], [1.224, 3.884, 3.781], [-0.009, 4.516, 3.748], [-0.753, 4.475, 2.581], [-0.244, 3.790, 1.480], [0.940, 3.160, 1.534], [1.649, 3.206, 2.650], [-0.889, 3.754, 0.162], [-1.826, 4.710, -0.208], [-2.216, 4.799, -1.535], [-1.642, 3.940, -2.449], [-0.765, 2.934, -2.025], [-0.421, 2.819, -0.714], [-0.260, 1.966, -3.000], [-0.584, 1.981, -4.348], [-0.443, 0.815, -5.154], [0.073, -0.335, -4.672], [0.747, -0.285, -3.351], [0.473, 0.921, -2.563], [1.837, 3.901, 4.667], [-0.398, 5.025, 4.617], [-1.728, 4.936, 2.549], [2.584, 2.665, 2.641], [-2.223, 5.397, 0.519], [-2.917, 5.555, -1.851], [-1.882, 4.046, -3.492], [-1.029, 2.846, -4.805], [-0.823, 0.865, -6.162], [0.122, -1.241, -5.253], [1.834, -0.358, -3.520], [-0.727, -0.108, 4.406], [-0.522, -0.107, 2.882], [-0.065, 1.058, 2.397], [0.492, -1.229, 2.554], [0.100, -2.466, 2.880], [1.659, -1.023, 3.160], [0.751, -1.261, 1.235], [-1.858, -0.410, 2.148], [-1.738, -0.107, 0.832], [-2.287, -1.674, 2.203], [-2.846, 0.360, 2.610], [0.240, 0.039, 4.881], [-1.155, -1.057, 4.720], [-1.384, 0.709, 4.689], [-3.513, -5.239, 0.044], [-3.188, -6.566, -0.558], [-3.810, -7.572, -0.433], [-1.741, -6.631, -1.648], [-1.109, -4.966, -1.700], [-0.228, -4.495, -0.731], [0.318, -3.233, -0.834], [-0.018, -2.379, -1.893], [-0.908, -2.879, -2.863], [-1.438, -4.147, -2.774], [0.451, -1.023, -2.037], [0.485, 0.200, -1.344], [-3.981, -5.399, 1.014], [-4.242, -4.750, -0.604], [-2.648, -4.594, 0.157], [0.036, -5.129, 0.102], [1.054, -2.924, -0.117], [-1.233, -2.239, -3.667], [-2.123, -4.512, -3.527], [4.934, 0.832, 1.085], [3.735, 0.333, 0.263], [3.790, -1.199, 0.139], [2.547, 0.736, 0.841], [5.856, 0.493, 0.621], [4.877, 0.436, 2.095], [4.940, 1.917, 1.135], [3.801, 0.764, -0.759], [3.729, -1.649, 1.126], [4.725, -1.491, -0.328], [2.955, -1.552, -0.460]], "forces_ev_per_angstrom": [[1.498, -0.494, 0.796], [-0.158, 0.182, -0.238], [0.130, -0.159, -0.084], [0.092, -0.177, -0.354], [-0.006, 0.384, 0.618], [-0.493, -0.028, -0.030], [0.385, 0.004, 0.469], [-0.332, 0.201, -0.166], [0.081, -0.276, -0.208], [0.274, -0.157, 0.170], [0.181, -0.174, 0.207], [-0.309, 0.319, 0.273], [-0.235, 0.403, -0.128], [0.465, -0.095, 0.043], [0.128, -0.033, 0.128], [-0.030, -0.253, -0.062], [-0.053, 0.189, 0.240], [0.489, -0.273, -0.650], [-0.666, -0.276, -0.354], [0.080, -0.038, 0.040], [0.006, 0.022, 0.053], [-0.038, 0.040, -0.067], [-0.015, -0.141, -0.026], [0.090, 0.068, 0.092], [-0.059, 0.032, -0.041], [-0.067, -0.083, -0.073], [-0.117, 0.105, 0.073], [-0.018, -0.059, -0.129], [0.021, -0.055, -0.103], [-0.140, 0.070, -0.045], [-0.003, 0.059, -0.443], [-0.263, -0.792, 0.024], [0.703, 0.868, -0.896], [-0.044, -0.076, -0.052], [-0.178, -0.232, 0.258], [0.241, 0.199, 0.272], [-0.066, -0.226, -0.270], [0.086, 0.054, -0.264], [-0.184, -0.172, -0.121], [-0.029, -0.244, 0.139], [-0.160, 0.248, 0.235], [0.000, -0.034, 0.026], [-0.049, -0.056, 0.192], [-0.080, 0.019, -0.043], [-0.308, 0.117, 0.404], [0.413, 0.391, -0.340], [-0.183, -0.274, 0.169], [0.175, -0.069, -0.095], [-0.052, -0.202, -0.010], [-0.015, -0.096, -0.177], [0.176, 0.293, -0.060], [-0.228, -0.751, 0.192], [0.194, 0.369, 0.079], [-0.024, -0.112, 0.102], [-0.202, 0.621, -0.302], [0.223, 0.220, 0.912], [-0.059, -0.034, -0.006], [0.013, 0.062, -0.037], [-0.065, 0.002, 0.011], [0.095, -0.081, 0.047], [0.024, 0.099, 0.201], [-0.022, 0.067, -0.161], [-0.026, 0.018, -0.049], [-0.605, -0.027, -0.266], [1.315, -0.411, -0.968], [-0.179, 0.605, 0.085], [-2.065, 0.688, 0.421], [0.128, 0.004, -0.010], [0.001, -0.088, 0.130], [0.034, 0.153, -0.005], [0.093, -0.128, 0.314], [-0.024, -0.081, 0.121], [0.087, -0.096, -0.095], [-0.075, -0.121, -0.105]], "lumo_energy_ev": [-4.260, -5.255], "homo_ha": [-0.394, -0.400], "homo_lumo_gap_ev": [6.474, 5.637], "mol_weight_g_mol": 838.9, "charge": 1, "multiplicity": 5, "s2": 6.13, "e_above_lowest_kcal_mol": 26.1}

***

# 2
{"formula": "C32H28FGaN8O5", "method": "wB97M-V/def2-TZVPD", "elements": ["Ga", "O", "C", "C", "C", "C", "C", "C", "C", "N", "N", "C", "O", "C", "C", "C", "C", "C", "C", "H", "H", "H", "H", "H", "H", "H", "H", "H", "H", "C", "C", "N", "C", "C", "C", "O", "O", "C", "O", "C", "C", "C", "F", "C", "C", "C", "N", "C", "C", "N", "C", "C", "H", "H", "H", "H", "H", "H", "H", "H", "H", "H", "H", "H", "H", "H", "H", "H", "H", "H", "N", "C", "N", "C", "N"], "coordinates": [[6.035, -18.880, 6.439], [6.304, -18.957, 4.536], [6.024, -19.870, 3.698], [6.487, -19.726, 2.400], [6.158, -20.540, 1.315], [5.275, -21.644, 1.527], [4.890, -21.861, 2.880], [5.259, -21.061, 3.964], [4.960, -21.435, 5.350], [5.330, -20.805, 6.377], [5.207, -21.366, 7.615], [5.620, -20.558, 8.560], [6.155, -19.392, 8.435], [5.535, -21.111, 9.971], [5.310, -22.481, 10.248], [5.117, -22.848, 11.579], [5.405, -21.984, 12.650], [5.742, -20.633, 12.354], [5.686, -20.228, 11.044], [7.157, -18.867, 2.216], [6.591, -20.299, 0.350], [4.873, -22.177, 0.667], [4.214, -22.654, 3.180], [4.529, -22.474, 5.544], [5.220, -23.175, 9.417], [4.996, -23.908, 11.891], [5.380, -22.315, 13.655], [5.949, -19.943, 13.113], [5.956, -19.197, 10.767], [12.161, -20.485, 10.781], [12.263, -19.629, 9.549], [11.127, -19.736, 8.627], [10.131, -18.749, 8.613], [9.042, -18.785, 7.841], [8.202, -17.473, 7.678], [8.491, -16.497, 8.307], [7.300, -17.494, 6.799], [8.856, -19.921, 7.038], [7.817, -20.182, 6.430], [9.985, -20.908, 7.016], [9.790, -21.922, 6.105], [10.603, -22.985, 6.121], [10.351, -23.910, 5.161], [11.809, -22.983, 6.887], [12.027, -21.942, 7.754], [11.085, -20.855, 7.820], [12.787, -23.981, 6.608], [12.247, -25.280, 6.977], [12.998, -26.398, 6.364], [14.429, -25.954, 6.285], [14.582, -24.835, 5.313], [13.283, -24.039, 5.262], [13.091, -20.858, 11.217], [11.521, -21.293, 10.574], [11.696, -19.937, 11.574], [13.150, -19.738, 8.970], [12.314, -18.547, 9.868], [10.270, -17.854, 9.201], [8.894, -21.915, 5.515], [12.921, -21.899, 8.347], [11.154, -25.438, 6.610], [12.215, -25.365, 8.085], [12.664, -26.663, 5.418], [12.869, -27.226, 6.995], [15.149, -26.696, 6.061], [14.622, -25.584, 7.198], [14.798, -25.432, 4.372], [15.485, -24.218, 5.592], [12.653, -24.552, 4.558], [13.460, -23.017, 4.881], [4.365, -17.828, 6.404], [3.221, -17.722, 6.261], [1.961, -17.627, 6.337], [1.154, -17.011, 5.505], [0.341, -16.500, 4.836]], "forces_ev_per_angstrom": [[0.223, -0.005, -0.044], [0.339, 1.111, 1.381], [-0.847, -1.475, -0.298], [1.059, 0.568, -2.151], [-0.711, -0.590, 1.405], [0.399, 1.169, 1.239], [-0.233, -0.208, -0.892], [0.553, 1.139, 0.233], [-0.549, -2.618, -1.086], [0.092, 1.796, 0.543], [-0.449, -0.353, 0.426], [0.512, -0.537, 0.963], [-0.862, -0.202, -1.000], [-0.303, -0.694, 0.111], [-0.499, 1.268, 0.017], [1.230, -1.061, 1.113], [0.128, 1.667, -1.956], [-1.239, -2.493, -0.391], [1.144, 0.937, -1.208], [-0.461, -0.453, 0.185], [-0.236, -0.139, -0.013], [0.108, -0.235, 0.486], [-0.008, -0.344, -0.475], [0.390, 1.269, -0.363], [-0.063, 0.047, 0.229], [-0.266, 0.701, -0.663], [-0.082, -0.401, 0.789], [0.303, 0.871, 1.056], [-0.376, -0.431, 0.253], [0.501, 0.232, 0.503], [-0.333, 2.619, 0.345], [0.465, 0.404, 1.190], [1.423, -0.857, -0.060], [-0.424, 1.563, -0.246], [0.315, -1.317, 0.173], [1.153, 0.992, 1.336], [-1.263, -0.484, -1.280], [-0.195, -0.926, -0.008], [0.785, -0.151, -0.342], [-1.902, 0.523, -1.103], [-0.739, -0.388, 0.602], [1.176, 0.388, -0.511], [0.554, -0.776, 0.178], [-1.061, 0.485, -1.128], [-0.402, 1.225, 0.250], [-0.076, -0.019, 0.378], [-0.209, -0.626, 0.943], [-2.815, 0.116, 0.633], [1.104, 0.430, 0.683], [0.879, -1.081, 0.253], [1.474, -0.211, -1.600], [0.952, 0.727, -0.629], [0.142, 0.080, -0.474], [-0.726, -1.372, -0.165], [-0.413, 0.384, 0.424], [0.848, -0.521, -0.396], [-0.138, -1.032, -0.388], [0.377, -0.050, 0.283], [-0.213, 0.068, -0.357], [0.281, -0.162, 0.064], [1.586, 0.393, 0.682], [0.119, 0.082, -0.639], [-0.405, -0.316, -1.900], [0.357, -1.374, 0.746], [-1.230, 0.821, 0.477], [0.421, 0.126, 0.741], [-0.255, 1.395, 0.626], [-0.999, -0.790, -0.192], [-0.821, 0.014, -0.349], [0.031, -0.553, 0.159], [1.968, -0.615, 0.106], [-1.581, 0.333, 0.283], [0.072, -0.169, 0.070], [-1.083, 0.660, -1.022], [0.999, -0.576, 0.772]], "lumo_energy_ev": -2.162, "homo_ha": -0.243, "homo_lumo_gap_ev": 4.449, "mol_weight_g_mol": 693.3, "e_above_lowest_kcal_mol": 26.1}

***

# 3
{"formula": "C32H28N6OPdS2Se", "method": "wB97M-V/def2-TZVPD", "elements": ["Pd", "C", "C", "S", "C", "C", "S", "H", "H", "H", "H", "H", "H", "C", "O", "C", "C", "C", "C", "C", "C", "C", "N", "C", "C", "N", "C", "C", "C", "C", "N", "C", "C", "N", "C", "C", "C", "C", "H", "H", "H", "H", "H", "H", "H", "H", "H", "H", "H", "H", "H", "H", "C", "N", "C", "Se", "N", "C", "C", "C", "C", "C", "C", "H", "H", "H", "H", "H", "H", "H", "H"], "coordinates": [[-1.303, -0.125, 1.410], [-2.632, -1.936, 5.463], [-2.380, -1.665, 4.009], [-1.188, -0.534, 3.651], [-3.069, -2.327, 2.981], [-4.080, -3.407, 3.246], [-2.731, -1.967, 1.384], [-2.080, -1.236, 6.086], [-2.328, -2.950, 5.729], [-3.695, -1.832, 5.688], [-4.259, -3.548, 4.309], [-3.719, -4.350, 2.834], [-5.026, -3.184, 2.753], [7.497, 0.223, -9.168], [7.797, 0.203, -7.777], [6.780, 0.175, -6.903], [7.136, 0.153, -5.551], [6.166, 0.122, -4.580], [4.811, 0.113, -4.929], [4.464, 0.136, -6.275], [5.433, 0.166, -7.264], [3.812, 0.081, -3.868], [4.077, 0.049, -2.576], [2.865, 0.027, -1.961], [1.835, 0.046, -2.877], [2.458, 0.080, -4.100], [0.463, 0.028, -2.505], [-0.628, 0.053, -3.392], [-1.907, 0.033, -2.902], [-2.104, -0.007, -1.521], [-1.091, -0.032, -0.670], [0.191, -0.017, -1.123], [1.258, -0.037, -0.153], [0.913, -0.078, 1.158], [1.863, -0.088, 2.075], [3.223, -0.068, 1.749], [3.594, -0.031, 0.430], [2.596, -0.014, -0.557], [8.456, 0.242, -9.676], [6.926, 1.115, -9.433], [6.946, -0.672, -9.462], [8.187, 0.160, -5.297], [6.436, 0.104, -3.533], [3.426, 0.130, -6.587], [5.138, 0.183, -8.302], [2.019, 0.103, -5.003], [-0.456, 0.089, -4.460], [-2.762, 0.051, -3.561], [-3.099, -0.016, -1.099], [1.554, -0.122, 3.111], [3.958, -0.083, 2.541], [4.632, -0.015, 0.124], [-5.322, 0.379, 2.260], [-4.504, 1.158, 3.176], [-3.408, 1.866, 2.875], [-2.575, 2.031, 1.191], [-2.966, 2.454, 3.994], [-3.765, 2.089, 5.072], [-3.703, 2.389, 6.428], [-4.682, 1.830, 7.223], [-5.685, 1.002, 6.692], [-5.738, 0.699, 5.346], [-4.749, 1.262, 4.547], [-4.902, 0.456, 1.262], [-6.338, 0.768, 2.259], [-5.330, -0.664, 2.574], [-2.140, 3.031, 4.025], [-2.932, 3.027, 6.837], [-4.681, 2.036, 8.285], [-6.439, 0.599, 7.354], [-6.513, 0.063, 4.938]], "forces_ev_per_angstrom": [[0.783, -1.478, -0.068], [0.083, -0.004, -0.050], [0.185, 0.100, 0.219], [-0.387, 0.368, -0.665], [-0.167, -0.145, -0.122], [0.031, 0.080, 0.036], [0.150, 0.560, -0.053], [-0.003, -0.017, 0.021], [-0.035, -0.018, -0.026], [-0.004, 0.014, 0.003], [-0.015, 0.002, -0.006], [-0.023, -0.020, 0.019], [-0.012, -0.003, -0.005], [-0.006, 0.001, -0.015], [-0.005, -0.001, 0.037], [0.005, -0.001, -0.044], [0.030, 0.000, 0.055], [-0.003, 0.000, 0.001], [-0.080, -0.002, 0.049], [0.040, 0.002, -0.020], [-0.050, 0.000, -0.022], [0.076, 0.004, -0.111], [-0.052, 0.000, 0.058], [0.084, -0.008, 0.053], [-0.092, -0.006, -0.076], [-0.060, 0.005, 0.078], [0.045, -0.004, -0.041], [0.059, -0.006, 0.025], [-0.001, -0.002, -0.002], [-0.013, -0.050, -0.060], [-0.118, 0.010, 0.279], [-0.044, 0.028, 0.018], [-0.123, -0.008, 0.011], [-0.199, 0.463, 0.210], [0.061, -0.018, -0.077], [0.008, -0.018, -0.020], [-0.013, 0.003, 0.001], [0.030, -0.015, -0.032], [-0.004, 0.000, -0.009], [0.008, 0.006, 0.005], [0.008, -0.006, 0.004], [-0.002, 0.000, 0.005], [0.027, 0.000, -0.009], [0.004, -0.001, -0.019], [-0.017, 0.000, 0.007], [0.046, 0.001, -0.017], [-0.019, -0.001, -0.004], [-0.010, 0.000, 0.013], [0.006, 0.013, 0.018], [-0.029, 0.014, 0.001], [-0.003, 0.000, 0.004], [0.004, 0.003, 0.010], [-0.074, 0.042, -0.004], [0.046, -0.110, 0.045], [-0.093, 0.182, -0.145], [-0.040, -0.012, 0.424], [0.011, -0.029, 0.069], [0.068, -0.012, 0.028], [0.008, 0.017, -0.035], [-0.029, -0.024, -0.005], [0.022, 0.026, 0.025], [0.008, -0.019, -0.023], [-0.035, -0.031, -0.031], [0.002, 0.014, 0.006], [-0.003, 0.016, 0.007], [-0.024, 0.037, -0.001], [-0.016, 0.028, -0.038], [-0.018, 0.015, 0.008], [-0.006, 0.003, 0.001], [0.007, -0.008, 0.007], [-0.020, 0.018, -0.004]], "lumo_energy_ev": [-7.782, -8.095], "homo_ha": [-0.429, -0.429], "homo_lumo_gap_ev": [3.899, 3.585], "mol_weight_g_mol": 762.1, "charge": 2}